No. 1
The following is a quantum chemistry calculation of a 2-piece molecular cluster, C3H8O3 overall at a distorted geometry, from OMol25.

```
14
Properties=species:S:1:pos:R:3:forces:R:3:nbo_charge:R:1
O -0.548 -2.282 1.149 -0.997 1.658 -0.016 -0.71
O -0.337 0.286 -0.980 0.503 0.302 1.290 -0.76
O 0.542 -4.199 1.412 0.060 -0.434 0.588 -0.58
C -0.216 -3.373 1.828 0.706 0.089 -1.704 0.65
C 0.252 2.436 -0.128 -0.168 0.798 0.220 -0.65
C 0.302 1.565 -1.350 -0.288 -2.925 -0.160 -0.07
H 1.314 1.245 -1.639 -0.088 0.724 -0.027 0.17
H -0.335 1.991 0.677 -0.128 -0.261 -0.336 0.24
H -0.765 -0.113 -1.718 -0.347 -0.192 -0.961 0.46
H -0.265 1.822 -2.244 0.287 1.088 0.155 0.17
H -0.162 -2.025 0.281 0.224 -0.923 0.813 0.52
H -0.238 3.377 -0.376 0.168 0.215 0.156 0.22
H -0.769 -3.362 2.765 0.013 -0.236 0.320 0.12
H 1.226 2.632 0.322 0.057 0.096 -0.339 0.22
```
Forces are in eV/Å.

The energy relative to the best compared isomer or geometry (same formula, charge and spin) is 129.3 kJ/mol. For the orbital gap, the calculation gives 11.250 eV. The SMILES is O=CO.CCO.

***

No. 2
The following is a quantum chemistry calculation of C33H49ClO3 in the gas phase at a distorted geometry, from OMol25.

```
86
Properties=species:S:1:pos:R:3:forces:R:3:mulliken_charge:R:1
Cl 2.628 6.792 -2.791 -0.507 -0.860 0.520 -0.21
O -5.162 2.126 -0.584 1.209 0.712 -0.027 -0.56
O 2.340 5.586 2.561 -2.348 -1.111 -3.422 -0.56
O 1.333 2.248 -1.289 -1.004 3.678 1.738 -0.60
C 4.211 3.661 -2.457 0.401 -0.007 -0.386 -0.94
C -2.769 -1.818 -1.908 -0.914 0.461 0.954 -0.81
C 1.944 5.651 0.058 -0.939 -2.286 -0.404 -0.75
C 1.658 5.200 1.582 0.186 0.121 0.838 0.06
C -1.632 1.338 -0.562 -0.112 -0.388 0.317 0.07
C -0.773 1.407 4.897 -0.992 1.515 0.575 -0.56
C -3.401 1.477 2.201 -0.236 0.597 0.573 -0.48
C -4.777 2.304 1.949 0.509 0.096 -1.043 -0.64
C 0.009 3.247 0.586 -1.052 0.566 1.858 -0.20
C 0.376 4.236 1.755 -1.883 -1.310 0.548 0.42
C -2.511 3.373 4.515 2.037 -0.229 0.033 -0.99
C 5.146 -5.097 -2.073 1.004 0.082 0.583 -0.48
C -2.572 -4.233 -0.706 0.332 0.404 -0.931 -0.52
C -1.082 -4.506 -1.275 -0.753 -0.352 0.803 -0.53
C 1.178 -3.669 -0.277 0.236 -1.621 0.250 -0.23
C -0.457 4.300 3.050 -1.063 -2.998 -3.537 -0.80
C -2.086 2.367 1.958 1.970 1.583 0.295 0.97
C 2.895 4.063 -3.275 -0.067 -0.816 -0.095 -0.55
C 6.003 -3.870 -1.434 0.199 -1.135 -0.027 -0.96
C -4.821 3.020 0.511 -0.683 1.000 0.488 -0.43
C 4.489 -5.961 -0.891 0.026 0.788 0.020 -0.64
C -1.686 3.321 3.128 1.502 0.923 -1.989 0.20
C 1.933 5.112 -2.526 -0.434 -1.288 -0.585 0.16
C -2.893 -1.052 -0.498 0.689 0.942 0.384 -0.31
C 1.643 4.750 -0.998 0.798 1.619 1.558 0.16
C -1.537 -0.231 -0.114 -0.835 0.296 0.425 -0.58
C -1.845 2.220 5.449 1.523 -1.023 -1.392 -0.29
C -1.234 2.305 0.636 1.367 2.242 2.437 0.51
C 1.027 3.293 -0.663 -0.080 -1.504 0.003 0.34
C -3.361 -3.301 -1.749 0.344 0.146 0.183 -0.82
C 2.240 -4.497 -1.207 -0.664 0.545 1.063 -0.55
C 3.258 -5.210 -0.185 -0.549 -0.271 -0.595 -0.57
C -0.068 -4.694 -0.037 0.921 0.541 -1.169 -0.76
H -3.419 0.509 1.601 0.149 1.519 0.599 -0.32
H 5.299 -6.089 -0.074 -1.209 -0.139 -1.400 0.30
H -3.397 -1.211 -2.664 1.037 -1.169 0.978 0.34
H -0.623 -0.757 -0.565 -1.253 0.943 0.677 0.06
H -0.513 -4.470 0.988 0.224 -0.544 -1.487 0.38
H 5.900 -5.782 -2.604 -1.100 1.026 0.608 0.33
H 4.076 3.595 -1.327 -0.059 0.091 -1.541 0.23
H -0.863 0.291 4.688 0.604 1.200 1.929 0.25
H 3.235 4.447 -4.311 -0.765 -0.232 1.761 0.44
H -2.173 2.020 6.521 -0.815 -0.388 -1.976 0.34
H 2.380 6.692 -0.070 -0.481 -1.662 -0.026 0.31
H -5.650 3.825 0.554 1.248 -1.115 0.041 0.33
H -1.429 -0.211 1.026 0.020 -0.264 -1.618 0.31
H -3.743 -0.274 -0.509 1.119 -1.299 -0.106 0.38
H -5.653 1.575 2.030 1.118 1.014 -0.152 0.39
H 2.639 -6.007 0.381 1.002 1.332 -0.662 0.24
H 4.169 -6.986 -1.304 0.426 1.523 0.754 0.30
H -0.220 5.004 3.914 -0.261 -1.139 -1.457 0.31
H 0.926 5.092 -3.093 1.589 0.219 1.000 0.34
H -4.937 3.140 2.723 0.405 -1.307 -1.089 0.30
H 0.223 1.900 4.588 -2.270 -0.636 -0.991 0.26
H 0.860 -2.681 -0.748 0.239 -1.380 0.599 -0.03
H -0.995 1.447 -1.500 -0.712 0.356 1.482 0.44
H 6.450 -3.197 -2.249 -0.779 -0.881 1.335 0.30
H -2.451 -3.784 0.337 -0.440 -0.352 -1.480 0.24
H -1.680 -1.773 -2.243 -1.470 -0.336 0.356 0.38
H -0.682 -3.643 -1.913 -0.891 -1.134 0.908 0.21
H 2.238 3.141 -3.507 1.126 1.350 0.636 0.24
H 4.635 2.650 -2.814 -0.826 1.547 0.489 0.28
H -3.850 3.563 0.234 -1.173 -0.794 0.838 0.24
H 2.729 -3.768 -1.934 -0.408 -1.165 0.971 0.35
H 6.867 -4.380 -0.861 -1.200 0.976 -0.885 0.28
H -3.115 -1.747 0.385 0.294 0.689 -1.447 0.30
H 5.023 4.436 -2.666 -1.082 -0.966 0.405 0.31
H 1.626 -5.290 -1.779 1.170 1.290 0.618 0.20
H -3.192 -5.195 -0.586 1.176 1.287 -0.179 0.35
H 4.412 -4.720 -2.859 0.828 -0.623 1.191 0.29
H -2.721 1.583 -0.846 1.633 -0.495 0.521 -0.32
H -2.440 4.415 4.974 -0.170 -1.242 -0.732 0.46
H -4.451 -3.226 -1.384 1.525 -0.062 -0.891 0.33
H -4.625 2.461 -1.343 -0.900 -0.603 0.815 0.34
H -3.608 3.125 4.338 1.538 0.150 0.467 0.12
H 1.664 -3.445 0.742 -0.618 -0.193 -1.576 0.42
H -3.280 -3.806 -2.774 -0.488 0.547 1.430 0.35
H -3.447 1.159 3.313 0.401 0.453 -1.758 0.40
H 0.333 -5.774 -0.106 -0.529 1.723 0.638 0.30
H 3.579 -4.408 0.577 -0.194 -1.353 -1.206 0.27
H 5.407 -3.288 -0.654 0.698 -0.596 -1.296 0.23
H -1.158 -5.417 -1.967 0.389 1.177 1.069 0.33
```
Forces are in eV/Å.

For the orbital gap, the calculation gives 6.983 eV. The SMILES is C=CCc1cc2c(c(CCCCCCCCCCCCCC)c1CCCO)C(=O)C([C@@H](Cl)CC)=CC2=O.

***

No. 3
The following is a quantum chemistry calculation of an isolated ion of composition C29H39N4O2 and charge +1 at a distorted geometry, from OMol25.

```
74
Properties=species:S:1:pos:R:3:forces:R:3:mulliken_charge:R:1
O 5.143 -1.967 -1.319 -1.052 0.260 0.110 -0.70
O -6.531 1.178 -2.699 0.438 -0.007 -0.584 -0.43
N 1.722 -1.245 -0.885 -0.679 0.130 -0.055 0.39
N -1.228 2.019 2.701 0.004 -0.708 -0.477 0.16
N -3.401 1.945 2.642 0.418 -0.913 -0.475 0.06
N 3.382 -1.005 -2.419 -0.030 0.347 -0.216 0.27
C 5.626 -0.904 1.884 0.359 -0.364 -0.069 -0.30
C 4.640 -3.106 1.960 0.613 -0.068 0.138 -0.25
C 6.957 -2.790 2.640 -0.343 0.151 -0.018 -0.40
C 1.969 -0.676 -2.255 -0.442 -0.419 0.838 0.15
C 2.902 -1.860 -0.297 0.111 -0.474 -0.570 0.08
C -2.278 1.260 2.336 0.179 1.708 0.263 -0.11
C -4.313 -0.230 -0.159 -0.318 0.175 -1.239 -0.68
C 6.838 -1.410 2.376 -0.156 -0.465 0.075 -0.63
C -2.972 0.517 -2.017 -0.276 -0.654 0.402 -0.71
C 1.115 -1.426 -3.302 0.341 0.031 0.043 -1.53
C -5.477 0.153 -0.817 0.059 0.278 -0.593 -0.93
C -6.368 1.798 -4.010 0.022 -0.392 0.592 -0.85
C 0.527 -1.179 -0.212 -0.002 -0.312 -0.515 -0.25
C 3.969 -1.631 -1.376 0.682 -0.591 0.322 0.21
C -1.614 3.358 3.082 0.503 0.885 0.437 -0.64
C -1.877 -0.604 0.029 -1.166 -0.764 3.066 0.93
C -4.127 0.834 -2.733 -0.583 0.154 0.491 -0.62
C 3.292 -1.200 1.006 0.266 0.362 0.406 -0.61
C -3.118 3.336 2.940 -0.463 0.891 -0.098 -0.60
C 5.840 -3.633 2.468 0.104 0.435 -0.076 -0.70
C -0.625 -0.599 -0.663 2.012 0.327 -1.103 0.11
C 1.749 0.841 -2.216 0.301 0.010 -0.153 -1.48
C -3.033 -0.054 -0.718 -1.219 -0.085 -1.140 0.09
C -5.399 0.706 -2.117 0.906 0.429 -0.047 0.71
C -4.771 1.506 2.577 -0.673 -0.280 -0.387 -0.93
C 0.138 1.602 2.899 0.586 -0.138 -0.031 -0.69
C -2.128 -0.052 1.699 0.860 -0.815 0.426 -1.10
C 4.546 -1.753 1.623 0.456 -0.112 0.465 0.49
C 4.178 -0.648 -3.581 -0.284 0.078 -0.124 -1.03
H 3.445 -0.130 0.811 -0.142 -0.084 0.044 0.29
H -5.384 2.262 3.063 0.047 -0.031 0.051 0.37
H 0.381 0.720 2.305 -0.025 0.231 -0.016 0.07
H 1.957 1.258 -3.209 -0.084 0.060 0.240 0.47
H -5.115 1.409 1.548 -0.025 0.076 0.052 0.28
H -2.061 -1.591 0.591 0.046 0.636 -2.189 0.36
H 7.915 -3.207 2.990 -0.617 0.272 -0.155 0.36
H -2.035 0.659 -2.552 -0.157 -0.057 0.304 0.30
H 0.727 1.102 -1.917 0.400 -0.020 -0.209 0.40
H -5.979 1.062 -4.736 -0.265 0.295 0.263 0.34
H 7.692 -0.738 2.555 -0.513 -0.400 -0.154 0.36
H -4.947 0.557 3.092 0.269 0.103 -0.018 0.38
H -7.368 2.126 -4.291 0.189 -0.056 0.002 0.24
H -3.055 -0.634 1.772 0.727 0.464 0.996 0.55
H 2.765 -2.953 -0.171 0.112 0.458 -0.016 0.28
H -4.051 1.215 -3.762 0.106 -0.209 0.743 0.40
H 0.360 1.387 3.954 -0.290 0.002 -0.140 0.31
H 1.256 -0.962 -4.291 -0.103 -0.223 0.264 0.43
H 0.532 -1.735 0.753 0.046 0.580 -0.656 0.72
H 0.797 2.423 2.613 0.011 -0.120 -0.185 0.34
H -1.248 -0.544 2.185 -1.056 0.162 -0.153 0.67
H 4.170 0.430 -3.761 -0.043 -0.039 0.037 0.32
H -5.676 2.658 -3.954 -0.355 -0.315 0.046 0.37
H 2.460 -1.293 1.707 -0.047 0.028 0.062 0.41
H 5.535 0.157 1.651 0.061 -0.222 0.048 0.32
H -3.436 3.972 2.091 -0.037 -0.312 0.392 0.31
H 5.910 -4.698 2.728 -0.032 0.564 -0.203 0.36
H -1.150 4.088 2.394 -0.100 -0.295 0.363 0.34
H 3.780 -3.758 1.801 0.223 0.056 0.069 0.34
H -6.461 0.044 -0.357 0.301 -0.038 -0.134 0.43
H 3.826 -1.164 -4.475 -0.052 0.020 -0.007 0.31
H -4.414 -0.725 0.791 -0.250 -0.079 0.014 0.74
H 5.196 -0.963 -3.381 0.028 -0.015 0.055 0.39
H -3.632 3.698 3.848 0.092 -0.387 -0.399 0.41
H -1.307 3.617 4.113 0.060 -0.320 -0.434 0.37
H 1.463 -2.471 -3.329 -0.165 0.374 -0.103 0.39
H 2.445 1.276 -1.481 -0.221 -0.090 -0.310 0.32
H -0.617 -0.203 -1.705 -0.072 -0.229 1.486 -0.87
H 0.047 -1.431 -3.049 0.400 0.070 -0.151 0.36
```
Forces are in eV/Å.

The energy relative to the best compared isomer or geometry (same formula, charge and spin) is 136.8 kJ/mol. For the orbital gap, the calculation gives 7.406 eV. The SMILES is COc1ccc([C@@H](/C=C/N2[C@H](Cc3ccccc3)C(=O)N(C)C2(C)C)CC2=[N+](C)CCN2C)cc1. Its net charge is +1.

***

- The lowest orbital gap belongs to which entry?
  C33H49ClO3

***

- The lowest orbital gap belongs to which entry?
  C33H49ClO3